[1]
72
Properties=species:S:1:pos:R:3 method="wB97M-V/def2-TZVPD" homo_lumo_gap_ha="0.254 / 0.237" fmax_ha_per_bohr=0.033 de_lowest_kj_mol=54.4 e_homo_ev="-5.30 / -5.27" spin_multiplicity=2 total_charge=-1
Ru 0.02542 -0.11113 1.26800
Cl 6.88856 2.73215 1.78552
C 5.23622 2.32691 1.51219
C 4.69610 1.15619 2.03648
Cl 5.71007 0.11238 2.95898
C 3.36129 0.81442 1.82824
Cl 2.76305 -0.64371 2.54099
C 2.50971 1.65185 1.07507
O 1.25343 1.45467 0.82934
C 3.09007 2.83716 0.55191
Cl 2.06399 3.87179 -0.35847
C 4.41520 3.16948 0.76462
Cl 5.06074 4.62352 0.10710
O -0.03908 0.76198 3.15809
S -0.92976 -0.18765 3.96040
O -2.34048 0.08238 3.73247
O -0.51956 -0.28881 5.32806
S -0.44097 -1.85732 2.81842
N -3.63621 -1.96252 1.99413
N -3.09995 -2.39248 0.79521
N -3.55679 -3.45884 0.18542
C -2.92013 -3.37770 -0.97803
N -2.13909 -2.29797 -1.06391
N -2.25517 -1.68504 0.09052
H -3.62875 -2.76233 2.61870
H -3.01063 -1.26673 2.40784
H -3.02191 -4.11255 -1.75668
S 0.98520 -6.74547 0.30057
C 1.24714 -5.19566 -0.23336
S 0.38464 -3.85093 0.46837
C 1.25047 -2.73618 -0.55871
N 2.09997 -3.32324 -1.33289
N 2.08888 -4.69251 -1.16672
C 3.02093 -5.40192 -1.98130
C 4.15617 -4.72158 -2.41637
C 5.07929 -5.36964 -3.21934
C 4.88276 -6.68888 -3.59958
C 3.74604 -7.35486 -3.17044
C 2.81136 -6.72280 -2.36390
S 1.03748 -1.02411 -0.67140
H 4.30285 -3.69346 -2.12465
H 5.96041 -4.83232 -3.54642
H 5.60787 -7.19165 -4.22677
H 3.57324 -8.38235 -3.46485
H 1.93021 -7.24542 -2.03315
C -3.27478 1.16357 0.89962
P -1.54907 1.27015 0.32864
C -1.61615 1.15015 -1.47928
C -2.75873 0.74002 -2.15517
C -2.74677 0.61642 -3.53693
C -1.59308 0.90501 -4.25000
C -0.44878 1.31572 -3.57900
C -0.45700 1.43080 -2.20015
C -1.24017 3.03875 0.64100
C -1.46424 3.98294 -0.35834
C -1.30939 5.33484 -0.08849
C -0.92858 5.74968 1.17874
C -0.70986 4.81107 2.17603
C -0.86826 3.45819 1.91511
H -3.87038 1.83412 0.27728
H -3.28652 1.53059 1.92599
H -3.70159 0.16707 0.88182
H -3.66293 0.49526 -1.61253
H -3.63781 0.28199 -4.05279
H -1.58080 0.80407 -5.32797
H 0.45977 1.53142 -4.12607
H 0.44081 1.74242 -1.67719
H -1.74899 3.66577 -1.35251
H -1.47583 6.06249 -0.87292
H -0.79680 6.80400 1.38788
H -0.40458 5.12718 3.16545
H -0.66897 2.72699 2.68593

***

[2]
59
Properties=species:S:1:pos:R:3 method="wB97M-V/def2-TZVPD" homo_lumo_gap_ha="0.169 / 0.280" fmax_ha_per_bohr=0.002 de_lowest_kj_mol=0.0 e_homo_ev="-2.09 / -5.10" spin_multiplicity=2 total_charge=-1
Hg 0.57191 1.05450 0.75549
O 1.81906 2.51228 4.52378
C 1.61684 2.12572 3.37158
O 0.63128 1.38663 3.00025
C 2.59165 2.54878 2.29648
C 3.62235 3.41984 2.58300
C 4.49220 3.85017 1.59274
C 4.32102 3.37495 0.25567
C 5.14204 3.75853 -0.81206
C 4.93804 3.28157 -2.09980
C 3.89293 2.40115 -2.34396
C 3.06016 2.00244 -1.30635
C 3.25010 2.46877 -0.00076
N 2.41542 2.07527 1.01455
H 3.70683 3.75096 3.60870
H 5.29958 4.53812 1.81157
H 5.95437 4.44882 -0.60994
H 5.58936 3.59542 -2.90645
H 3.72105 2.02049 -3.34341
H 2.24369 1.31264 -1.49512
O -2.79452 0.95438 -0.09614
C -2.19056 -0.09050 -0.22649
N -2.77034 -1.27798 -0.65179
C -1.85863 -2.39366 -0.45211
C -0.54931 -1.62644 -0.12990
O 0.53118 -2.15031 0.01324
N -0.84394 -0.30468 -0.00678
C -2.29849 -3.22460 0.75113
C -1.85612 -2.92609 2.03638
C -2.34534 -3.63122 3.12693
C -3.28021 -4.63984 2.94732
C -3.72523 -4.94281 1.66836
C -3.23471 -4.24033 0.57777
C -1.65971 -3.23829 -1.69867
C -0.81755 -4.34729 -1.64006
C -0.60319 -5.12290 -2.76645
C -1.23034 -4.80536 -3.96569
C -2.06462 -3.70182 -4.02906
C -2.27598 -2.91824 -2.90005
H -3.74862 -1.38600 -0.43471
H -1.12247 -2.14616 2.19891
H -1.98879 -3.38772 4.11931
H -3.65752 -5.19004 3.79999
H -4.45166 -5.73149 1.51666
H -3.57243 -4.49042 -0.42116
H -0.32110 -4.58665 -0.70899
H 0.05936 -5.97735 -2.70986
H -1.06282 -5.41347 -4.84580
H -2.55176 -3.44139 -4.96051
H -2.91426 -2.04661 -2.95068
N -1.71610 5.14895 0.23955
C -0.43662 5.62980 0.41535
C 0.36254 4.53023 0.45249
N -0.40413 3.39720 0.30604
C -1.64350 3.79833 0.18457
H -2.55771 5.69241 0.18735
H -0.22187 6.67948 0.50198
H 1.42975 4.47659 0.58884
H -2.49253 3.14523 0.06677

***

[3]
58
Properties=species:S:1:pos:R:3 method="wB97M-V/def2-TZVPD" homo_lumo_gap_ha="0.284 / 0.266" fmax_ha_per_bohr=0.004 de_lowest_kj_mol=0.0 e_homo_ev="-10.58 / -10.61" spin_multiplicity=2 total_charge=+1
Ru 0.00747 -0.49092 -1.36892
C 1.80646 -0.24885 -2.66690
C 0.70647 -0.76785 -3.42365
C 0.33512 -2.02195 -2.87715
C 1.19462 -2.27724 -1.76148
C 2.12119 -1.19944 -1.67061
H 2.31271 0.68668 -2.83775
H 0.24335 -0.27949 -4.26602
H -0.45513 -2.66691 -3.22562
H 1.17567 -3.15216 -1.13177
H 2.88171 -1.08830 -0.91355
N -3.62986 -2.00425 0.29757
C -2.79453 -2.48184 1.29595
C -3.05541 -3.20651 2.45376
C -1.96226 -3.53838 3.22529
C -0.65918 -3.16297 2.85551
C -0.40838 -2.43892 1.71073
C -1.50686 -2.09307 0.92279
N -1.58808 -1.38932 -0.27579
C -2.85657 -1.36685 -0.60964
C -3.32380 -0.76613 -1.84769
C -4.58275 -0.73745 -2.36510
S -4.56761 0.05047 -3.87475
C -2.88459 0.28921 -3.72415
N -2.36158 -0.17463 -2.62902
H -4.63076 -2.08922 0.26634
H -4.05853 -3.49880 2.73275
H -2.10902 -4.10161 4.13668
H 0.16647 -3.44272 3.49559
H 0.58665 -2.11702 1.44321
H -5.49632 -1.13184 -1.95166
H -2.31669 0.80160 -4.48759
O 0.46012 0.05526 0.52292
C 1.16757 1.24445 0.80399
C 2.65671 1.00004 0.68412
C 3.57605 1.47084 -0.20645
C 4.85138 0.85501 -0.06611
C 4.87085 -0.06789 0.93278
S 3.35217 -0.19674 1.70825
C 0.79461 1.64198 2.21841
C 1.45799 2.45807 3.08317
C 0.74184 2.66669 4.29269
C -0.44688 2.00421 4.30831
S -0.69717 1.10239 2.87656
C 0.68572 2.29938 -0.16959
C 1.15003 3.47446 -0.64835
C 0.34282 3.99190 -1.72074
C -0.69759 3.19043 -2.04799
S -0.78052 1.84845 -0.96483
H 3.35680 2.21756 -0.95443
H 5.71257 1.10124 -0.66970
H 5.70467 -0.66319 1.26833
H 2.42470 2.89184 2.86611
H 1.09972 3.27423 5.11052
H -1.17436 1.97271 5.10318
H 2.03984 3.96449 -0.28093
H 0.54081 4.93376 -2.21238
H -1.48047 3.37512 -2.76521

***

[4]
74
Properties=species:S:1:pos:R:3 method="wB97M-V/def2-TZVPD" homo_lumo_gap_ha="0.243 / 0.245" fmax_ha_per_bohr=0.004 de_lowest_kj_mol=7.6 e_homo_ev="-4.53 / -4.59" spin_multiplicity=2 total_charge=-1
Re -0.20140 0.04123 0.17005
C -2.87873 -0.72606 -1.23251
N -2.33563 0.43166 -0.49661
C -3.11707 0.68071 0.72243
C -2.91240 -0.48156 1.66959
N -1.57365 -1.01852 1.44834
C -1.33370 -2.21767 2.08901
C -0.67435 -3.26327 1.43009
F -0.31226 -3.07787 0.15251
C -0.38961 -4.48145 2.00642
F 0.25234 -5.42409 1.31022
C -0.78470 -4.74046 3.30641
F -0.51837 -5.91979 3.87887
C -1.45781 -3.75407 3.99766
F -1.84181 -3.97142 5.26190
C -1.71423 -2.52831 3.40547
F -2.32330 -1.61120 4.18349
C -2.34885 1.61631 -1.37127
C -1.11217 1.57168 -2.26741
N -0.31145 0.41358 -1.87538
C 0.65438 0.03860 -2.79134
C 1.28912 0.88006 -3.71611
F 1.04216 2.19516 -3.74855
C 2.23294 0.41640 -4.61710
F 2.80333 1.26947 -5.47524
C 2.61553 -0.90941 -4.61999
F 3.53506 -1.35721 -5.48508
C 2.02699 -1.76938 -3.71284
F 2.36854 -3.06427 -3.70287
C 1.07151 -1.29506 -2.83902
F 0.51490 -2.17952 -1.99644
H -3.94161 -0.55687 -1.43886
H -2.74996 -1.63072 -0.64399
H -2.33113 -0.83142 -2.16455
H -4.17505 0.82640 0.47217
H -2.73441 1.60101 1.16028
H -3.66419 -1.26272 1.48476
H -3.08072 -0.12869 2.69085
H -2.31458 2.49726 -0.73461
H -3.28400 1.63277 -1.94149
H -0.55664 2.50315 -2.13342
H -1.38933 1.49231 -3.32332
S 2.39929 4.28408 -0.12921
As 2.03120 2.53211 0.92263
S -0.21794 2.13349 1.06163
S 2.08804 0.66365 -0.33053
S 2.92420 2.25243 2.81211
C 0.10387 0.35174 3.87404
C 0.99297 -0.57123 3.12428
N 1.02802 -0.79634 1.82278
C 1.99423 -1.75618 1.60173
C 2.53449 -2.12860 2.78198
N 1.90981 -1.35282 3.73822
C 2.18735 -1.34088 5.16429
N 3.51023 -1.79927 5.45150
N 3.69089 -3.04247 5.95992
N 4.93751 -3.26657 6.10981
C 5.63495 -2.16100 5.66387
C 7.01191 -1.91642 5.59951
C 7.40324 -0.70254 5.08830
C 6.46148 0.25100 4.63792
C 5.10753 0.02816 4.69722
C 4.72107 -1.20447 5.23281
H -0.80094 0.52455 3.30122
H 0.61048 1.31095 4.00717
H -0.16242 -0.07332 4.84307
H 2.23889 -2.09001 0.61029
H 3.31060 -2.83227 3.02267
H 1.51045 -2.00618 5.70189
H 2.06236 -0.31873 5.52058
H 7.72406 -2.65685 5.93657
H 8.45754 -0.46953 5.01515
H 6.81501 1.18143 4.21343
H 4.39414 0.73762 4.29578

***

[5]
59
Properties=species:S:1:pos:R:3 method="wB97M-V/def2-TZVPD" homo_lumo_gap_ha=0.073 fmax_ha_per_bohr=0.026 de_lowest_kj_mol=52.1 e_homo_ev=0.66 total_charge=-2
Pd 0.77955 0.31775 -0.01011
N -1.93138 2.27440 9.79144
C -1.66170 2.07891 8.67916
C -1.33121 1.84082 7.33138
C -0.07039 2.21954 6.80889
C 0.25962 1.97589 5.50470
C -0.63320 1.31852 4.59964
C -1.90440 0.95812 5.14717
C -2.23576 1.20456 6.45215
C -0.27793 1.04877 3.24853
C 0.68255 1.89426 2.57073
C 0.96536 3.24544 2.83195
C 1.89054 3.68223 1.86971
C 2.14586 2.59591 1.04855
N 1.43676 1.51205 1.47843
C -0.87948 -0.03858 2.52167
C -1.60137 -1.15264 2.99317
C -1.91713 -1.95465 1.88658
C -1.39308 -1.31503 0.77437
N -0.77910 -0.15676 1.15022
H 0.63831 2.70619 7.47030
H 1.24235 2.24712 5.14700
H -2.63758 0.51610 4.48782
H -3.21491 0.92504 6.82686
H 0.49277 3.83903 3.59952
H 2.32853 4.66796 1.78835
H 2.84301 2.51816 0.22872
H -1.81025 -1.38283 4.02533
H -2.47022 -2.88405 1.88809
H -1.46637 -1.61025 -0.26318
C -1.77279 1.97400 -2.91545
C -0.89388 1.53127 -1.94272
N -0.46020 0.25999 -1.90968
C -0.83631 -0.56732 -2.86240
C -1.65762 -0.20164 -3.94328
C -2.16805 1.10029 -3.90713
C -2.10395 -1.08928 -4.99593
C -1.59785 -2.23448 -5.51739
C -0.26555 -2.80350 -5.47558
C -0.05109 -4.09393 -5.98382
C 1.23559 -4.57981 -5.99387
N 2.28171 -3.87601 -5.56401
C 1.98759 -2.65464 -5.11685
N 0.79290 -2.09029 -5.05564
H -2.14186 2.98992 -2.88023
H -0.54290 2.18929 -1.15886
H -0.49499 -1.58453 -2.77166
H -2.85690 1.41621 -4.68354
H -3.05205 -0.78349 -5.43040
H -2.27531 -2.78222 -6.16381
H -0.88482 -4.68154 -6.34636
H 1.45977 -5.57699 -6.35996
H 2.82472 -2.06414 -4.75362
B 4.76829 -1.06880 -1.85056
C 3.47221 -0.31323 -1.38446
N 2.51595 0.23811 -1.04439
H 4.42684 -2.09473 -2.40648
H 5.41622 -1.30588 -0.85064
H 5.38457 -0.34461 -2.60840

***

[6]
60
Properties=species:S:1:pos:R:3 method="wB97M-V/def2-TZVPD" homo_lumo_gap_ha="0.295 / 0.183" fmax_ha_per_bohr=0.068 de_lowest_kj_mol=137.8 e_homo_ev="-7.93 / -7.89" spin_multiplicity=8 total_charge=0
Gd 0.26482 -0.19121 -0.08235
O 0.23680 2.04382 0.39232
C -0.22697 2.66327 1.47422
C -0.73768 3.95445 1.24919
C -1.27618 4.66948 2.29294
C -1.13215 4.18165 3.63228
C -0.58162 2.96695 3.86710
C -0.23272 2.12509 2.75736
C 0.53205 0.88485 3.11289
N 0.86658 -0.10230 2.34147
C 1.63059 -1.19682 2.84749
C 2.75502 -1.48256 1.84339
N 2.28725 -1.70447 0.49134
C 2.91445 -2.57502 -0.21914
C 2.53587 -2.96768 -1.54761
C 3.41466 -3.79163 -2.25886
C 3.25753 -4.05756 -3.62125
C 2.02174 -3.61834 -4.25180
C 1.13733 -2.82953 -3.52572
C 1.30318 -2.55822 -2.15764
O 0.39413 -1.82133 -1.57205
H -0.77549 4.24375 0.22582
H -1.53338 5.66408 2.09700
H -1.50076 4.76223 4.49133
H -0.40692 2.50306 4.84160
H 0.84521 0.78710 4.18633
H 0.99301 -2.06708 2.79243
H 2.05311 -1.02870 3.87095
H 3.32406 -2.36692 2.23622
H 3.52059 -0.68104 1.90194
H 3.76706 -2.99150 0.23954
H 4.22247 -4.35044 -1.78547
H 3.86079 -4.83926 -4.10833
H 1.87987 -3.81824 -5.27075
H 0.29962 -2.46106 -4.02858
O -2.89955 0.33918 -3.16517
C -1.98862 0.50397 -2.40298
N -1.94161 0.21333 -1.00643
C -3.03673 0.49317 -0.24628
O -3.93903 1.26035 -0.60282
C -3.13936 -0.27678 1.06567
C -4.23908 -0.35779 1.91600
C -4.24551 -1.16325 3.05597
C -3.08007 -1.72428 3.44941
C -1.95581 -1.50654 2.65174
N -1.95212 -0.88617 1.48565
C -0.73092 1.12172 -2.99421
C -0.76576 1.64717 -4.27060
C 0.22997 2.51583 -4.66192
C 1.36923 2.69335 -3.85940
C 1.39000 1.94911 -2.71579
N 0.40313 1.23170 -2.22280
H -5.18017 0.11635 1.67329
H -5.14448 -1.13526 3.73353
H -3.01072 -2.38586 4.31804
H -1.04168 -2.03356 2.90010
H -1.61035 1.47355 -4.90786
H 0.22876 2.89637 -5.60683
H 2.13909 3.24725 -4.30005
H 2.22748 1.81820 -2.04189

***

[7]
62
Properties=species:S:1:pos:R:3 method="wB97M-V/def2-TZVPD" homo_lumo_gap_ha="0.161 / 0.162" fmax_ha_per_bohr=0.042 de_lowest_kj_mol=145.3 e_homo_ev="-0.92 / -0.87" spin_multiplicity=2 total_charge=-2
Mo -0.37589 0.64268 -0.11345
S 0.02330 -2.23011 -2.67489
C -1.20219 -3.23873 -1.98232
C -1.66341 -4.38722 -2.67392
C -2.57002 -5.28198 -2.14021
C -3.08836 -5.06604 -0.86340
C -2.68004 -3.93688 -0.17218
C -1.76417 -3.02545 -0.70487
S -1.38454 -1.67420 0.39869
H -1.24767 -4.55402 -3.66038
H -2.87101 -6.15348 -2.71333
H -3.79229 -5.75831 -0.41590
H -3.07395 -3.73950 0.81867
O 1.85353 -2.03006 0.94108
C 2.82849 -1.79266 -0.03048
C 2.49730 -0.55499 -0.90747
O 3.28647 -0.12166 -1.70188
O 1.31386 0.03163 -0.70038
C 4.10712 -1.42962 0.73118
C 4.03153 -1.00385 2.04999
C 5.18232 -0.63508 2.73760
C 6.41696 -0.67822 2.10734
C 6.49328 -1.09582 0.78390
C 5.34664 -1.47089 0.10177
C 3.06560 -3.03995 -0.88774
C 3.40778 -4.20249 -0.19586
C 3.56535 -5.40398 -0.86158
C 3.37914 -5.45838 -2.24058
C 3.03805 -4.30919 -2.92977
C 2.88092 -3.09976 -2.25806
H 0.97744 -2.19680 0.53718
H 3.06008 -0.96973 2.52112
H 5.11154 -0.31083 3.76967
H 7.31330 -0.38001 2.63805
H 7.45165 -1.12658 0.27962
H 5.40255 -1.78848 -0.93117
H 3.53015 -4.15522 0.87986
H 3.81660 -6.30052 -0.30726
H 3.48255 -6.39990 -2.76722
H 2.85958 -4.34222 -3.99667
H 2.59200 -2.22095 -2.81328
S -0.69938 4.57578 -3.38979
Sb -1.58233 3.47109 -1.60640
S -1.50593 0.99084 -2.04888
S 0.30117 2.94278 -0.08759
C 1.33748 0.96980 4.09275
C 0.28557 0.88086 3.01375
O 0.64745 0.53009 1.88882
C -1.11778 1.20594 3.34782
C -1.49847 1.42698 4.67664
C -2.80035 1.73646 5.00560
C -3.75085 1.84343 3.98317
C -3.40748 1.63174 2.66938
C -2.08368 1.29590 2.33347
O -1.80227 1.10370 1.07119
H 2.31271 0.92263 3.61527
H 1.23682 0.13164 4.78609
H 1.25012 1.89808 4.65654
H -0.76079 1.33831 5.46323
H -3.08060 1.89705 6.03817
H -4.77450 2.10121 4.22920
H -4.12567 1.70392 1.86445